Record 1
{"formula": "C50H48F3N3OP2SSi2Sn", "method": "ωB97M-V/def2-TZVPD", "orbital_gap_ha": 0.276, "energy_ha": -4347.57724, "e_lumo_ha": 0.0189, "spin_multiplicity": 1, "symbols": ["Sn", "O", "C", "C", "C", "C", "C", "C", "C", "N", "C", "C", "N", "H", "H", "H", "H", "H", "H", "H", "F", "C", "F", "F", "C", "C", "C", "C", "N", "C", "S", "H", "H", "H", "C", "Si", "C", "C", "C", "C", "C", "C", "C", "Si", "C", "C", "H", "H", "H", "H", "H", "H", "H", "H", "H", "H", "H", "H", "H", "H", "H", "H", "C", "P", "C", "C", "C", "C", "C", "C", "C", "C", "C", "C", "C", "C", "P", "C", "C", "C", "C", "C", "C", "C", "C", "C", "C", "C", "C", "H", "H", "H", "H", "H", "H", "H", "H", "H", "H", "H", "H", "H", "H", "H", "H", "H", "H", "H", "H", "H", "H"], "xyz": [[0.118, -0.269, 0.257], [-2.427, 0.038, -0.752], [-2.179, 0.390, -2.051], [-1.954, 1.719, -2.386], [-1.748, 2.088, -3.703], [-1.788, 1.135, -4.708], [-1.998, -0.192, -4.381], [-2.167, -0.593, -3.056], [-2.280, -2.018, -2.727], [-1.668, -2.633, -1.741], [-1.982, -3.960, -1.842], [-2.800, -4.157, -2.911], [-2.981, -2.916, -3.468], [-1.918, 2.446, -1.585], [-1.573, 3.127, -3.945], [-1.627, 1.420, -5.738], [-2.015, -0.948, -5.157], [-1.574, -4.670, -1.147], [-3.248, -5.044, -3.320], [-3.583, -2.700, -4.244], [1.334, 4.166, 3.895], [0.930, 3.017, 4.478], [-0.408, 3.010, 4.451], [1.272, 3.122, 5.784], [1.563, 1.807, 3.854], [2.631, 1.205, 4.487], [3.191, 0.053, 3.945], [2.625, -0.458, 2.799], [1.622, 0.129, 2.156], [1.088, 1.275, 2.634], [-0.149, 1.962, 1.680], [3.017, 1.624, 5.406], [4.028, -0.438, 4.417], [2.989, -1.382, 2.363], [-0.811, -3.455, 2.125], [-1.336, -1.597, 2.061], [-1.098, -0.960, 3.859], [-3.277, -1.668, 2.065], [-3.797, -2.606, 2.962], [-5.150, -2.703, 3.237], [-6.032, -1.831, 2.616], [-5.544, -0.910, 1.709], [-4.181, -0.822, 1.394], [-3.828, 0.471, 0.076], [-5.115, 0.322, -1.310], [-3.758, 2.224, 0.762], [-0.689, -3.810, 3.150], [0.141, -3.608, 1.611], [-1.553, -4.090, 1.640], [-1.730, -1.504, 4.561], [-1.362, 0.097, 3.930], [-0.060, -1.063, 4.185], [-3.113, -3.269, 3.479], [-5.511, -3.440, 3.943], [-7.091, -1.873, 2.834], [-6.244, -0.238, 1.224], [-6.139, 0.416, -0.950], [-5.019, -0.652, -1.793], [-4.966, 1.087, -2.074], [-4.561, 2.392, 1.479], [-3.856, 2.979, -0.019], [-2.811, 2.399, 1.277], [3.939, -0.121, -3.454], [2.531, -0.132, -2.215], [2.583, -1.923, -1.821], [2.752, -2.428, -0.535], [2.709, -3.796, -0.302], [2.483, -4.674, -1.350], [2.288, -4.179, -2.632], [2.322, -2.814, -2.862], [3.458, 0.658, -0.843], [2.954, 1.873, -0.384], [3.591, 2.569, 0.632], [4.750, 2.056, 1.193], [5.273, 0.857, 0.727], [4.634, 0.158, -0.285], [4.011, 1.600, -4.179], [5.756, 1.573, -4.759], [6.561, 2.660, -4.434], [7.898, 2.690, -4.807], [8.441, 1.627, -5.510], [7.645, 0.537, -5.840], [6.311, 0.509, -5.469], [3.134, 1.251, -5.758], [3.661, 1.603, -6.999], [2.948, 1.355, -8.163], [1.694, 0.770, -8.103], [1.149, 0.442, -6.870], [1.857, 0.687, -5.705], [3.773, -0.863, -4.235], [4.882, -0.326, -2.947], [2.945, -1.742, 0.278], [2.842, -4.182, 0.702], [2.444, -5.740, -1.166], [2.097, -4.862, -3.450], [2.143, -2.429, -3.861], [2.054, 2.272, -0.840], [3.173, 3.500, 0.995], [5.241, 2.583, 2.001], [6.183, 0.461, 1.161], [5.048, -0.782, -0.632], [6.128, 3.486, -3.883], [8.513, 3.542, -4.550], [9.484, 1.643, -5.798], [8.068, -0.293, -6.392], [5.694, -0.339, -5.742], [4.638, 2.065, -7.056], [3.377, 1.619, -9.121], [1.141, 0.574, -9.013], [0.164, -0.006, -6.821], [1.419, 0.443, -4.743]]}



Record 2
{"formula": "C50H49BrGaN3O3P2", "method": "ωB97M-V/def2-TZVPD", "charge": 2, "orbital_gap_ha": 0.322, "energy_ha": -7505.90423, "e_lumo_ha": -0.1658, "e_above_lowest_kcal_mol": 5.1, "spin_multiplicity": 1, "symbols": ["Ga", "N", "C", "C", "N", "C", "C", "N", "H", "H", "H", "H", "H", "H", "H", "H", "H", "H", "H", "H", "H", "C", "C", "C", "C", "C", "C", "C", "C", "P", "C", "C", "C", "C", "C", "C", "C", "C", "C", "C", "C", "C", "C", "O", "C", "C", "C", "C", "C", "C", "P", "C", "C", "C", "C", "C", "C", "C", "C", "C", "C", "C", "C", "H", "H", "H", "H", "H", "H", "H", "H", "H", "H", "H", "H", "H", "H", "H", "H", "H", "H", "H", "H", "H", "H", "H", "H", "H", "H", "H", "H", "H", "H", "H", "H", "Br", "C", "C", "C", "C", "C", "C", "C", "O", "O", "H", "H", "H", "H"], "xyz": [[-0.052, 0.218, -0.307], [-0.406, -0.146, -2.424], [0.809, -0.551, -3.155], [1.664, -1.467, -2.279], [1.743, -0.970, -0.896], [2.979, -0.221, -0.604], [2.930, 1.151, -1.259], [1.610, 1.749, -0.995], [-0.792, 0.696, -2.840], [-1.136, -0.853, -2.484], [0.566, -1.064, -4.086], [1.351, 0.356, -3.415], [1.227, -2.462, -2.256], [2.658, -1.558, -2.722], [1.697, -1.745, -0.239], [3.060, -0.115, 0.475], [3.858, -0.771, -0.949], [3.745, 1.766, -0.879], [3.068, 1.066, -2.336], [1.637, 2.273, -0.122], [1.360, 2.413, -1.721], [-7.352, 0.028, -1.616], [-5.867, 0.000, -1.992], [-5.733, -0.207, -3.514], [-5.148, -1.137, -1.275], [-5.751, -2.365, -1.019], [-5.079, -3.389, -0.368], [-3.776, -3.202, 0.055], [-3.137, -1.990, -0.194], [-1.477, -1.693, 0.507], [-1.855, -1.367, 2.257], [-3.031, -0.663, 2.527], [-3.370, -0.339, 3.830], [-2.544, -0.718, 4.878], [-1.367, -1.403, 4.617], [-1.014, -1.721, 3.313], [-0.732, -3.334, 0.267], [-0.507, -4.251, 1.290], [-0.057, -5.531, 0.990], [0.158, -5.912, -0.325], [-0.094, -5.013, -1.354], [-0.540, -3.737, -1.055], [-3.829, -0.995, -0.869], [-3.125, 0.171, -1.079], [-3.859, 1.328, -1.211], [-3.180, 2.501, -0.919], [-3.846, 3.718, -1.029], [-5.170, 3.738, -1.424], [-5.822, 2.547, -1.719], [-5.187, 1.313, -1.618], [-1.418, 2.474, -0.476], [-1.371, 3.299, 1.143], [-2.457, 3.094, 1.993], [-2.449, 3.612, 3.279], [-1.359, 4.341, 3.730], [-0.266, 4.533, 2.898], [-0.263, 4.001, 1.618], [-0.795, 3.565, -1.814], [-1.083, 3.122, -3.111], [-0.625, 3.810, -4.222], [0.123, 4.969, -4.056], [0.374, 5.444, -2.780], [-0.079, 4.750, -1.662], [-7.844, -0.896, -1.914], [-7.871, 0.829, -2.137], [-7.487, 0.165, -0.542], [-6.205, -1.144, -3.810], [-4.684, -0.242, -3.816], [-6.217, 0.610, -4.049], [-6.773, -2.531, -1.328], [-5.579, -4.329, -0.180], [-3.255, -3.992, 0.580], [-3.695, -0.378, 1.719], [-4.287, 0.200, 4.028], [-2.818, -0.480, 5.897], [-0.710, -1.688, 5.428], [-0.069, -2.206, 3.128], [-0.696, -3.991, 2.320], [0.112, -6.235, 1.793], [0.500, -6.913, -0.552], [0.040, -5.314, -2.384], [-0.799, -3.067, -1.869], [-3.324, 4.640, -0.803], [-5.699, 4.677, -1.509], [-6.852, 2.589, -2.043], [-3.320, 2.537, 1.649], [-3.301, 3.453, 3.925], [-1.360, 4.756, 4.728], [0.591, 5.090, 3.253], [0.619, 4.125, 1.007], [-1.748, 2.275, -3.255], [-0.873, 3.459, -5.215], [0.480, 5.513, -4.919], [0.917, 6.369, -2.645], [0.103, 5.167, -0.688], [2.059, -2.324, 4.319], [2.249, -0.443, 4.364], [2.905, 0.064, 5.476], [3.118, 1.427, 5.607], [2.664, 2.295, 4.625], [1.993, 1.788, 3.529], [1.773, 0.416, 3.370], [1.085, -0.041, 2.132], [1.045, -1.216, 1.784], [0.479, 0.888, 1.428], [3.251, -0.619, 6.239], [3.638, 1.804, 6.477], [2.829, 3.360, 4.720], [1.611, 2.456, 2.773]]}



Record 3
{"formula": "C50H50CdN5O3S2", "method": "ωB97M-V/def2-TZVPD", "charge": -1, "orbital_gap_ha": 0.226, "energy_ha": -3399.11637, "e_lumo_ha": 0.0846, "spin_multiplicity": 1, "symbols": ["Cd", "C", "C", "C", "C", "C", "C", "C", "C", "N", "C", "C", "C", "C", "N", "C", "C", "C", "C", "C", "C", "C", "C", "H", "H", "H", "H", "H", "H", "H", "H", "H", "H", "H", "H", "H", "H", "H", "H", "H", "H", "H", "H", "H", "H", "H", "H", "C", "C", "C", "C", "C", "C", "C", "C", "S", "C", "N", "C", "C", "C", "C", "C", "C", "C", "C", "H", "H", "H", "H", "H", "H", "H", "H", "H", "H", "H", "H", "H", "H", "H", "H", "O", "C", "O", "C", "C", "C", "C", "C", "C", "S", "H", "H", "H", "H", "N", "C", "O", "C", "C", "C", "N", "C", "C", "H", "H", "H", "H", "H", "H"], "xyz": [[0.178, -0.458, 0.034], [1.378, 1.179, -3.294], [2.307, 1.889, -2.366], [3.649, 2.006, -2.695], [4.522, 2.721, -1.900], [4.042, 3.348, -0.766], [2.716, 3.228, -0.387], [2.210, 3.917, 0.843], [1.839, 2.466, -1.174], [0.557, 2.219, -0.698], [-0.494, 2.855, -0.998], [-0.500, 3.985, -1.999], [-1.801, 2.486, -0.412], [-2.849, 3.579, -0.364], [-2.019, 1.309, 0.013], [-3.296, 0.836, 0.292], [-4.162, 0.596, -0.795], [-3.692, 0.803, -2.201], [-5.433, 0.103, -0.553], [-5.860, -0.187, 0.730], [-4.988, -0.009, 1.784], [-3.710, 0.493, 1.587], [-2.796, 0.635, 2.763], [1.920, 0.496, -3.946], [0.857, 1.895, -3.934], [0.623, 0.623, -2.742], [4.004, 1.529, -3.599], [5.567, 2.803, -2.165], [4.711, 3.939, -0.158], [3.020, 4.433, 1.354], [1.773, 3.185, 1.519], [1.439, 4.646, 0.592], [0.526, 4.251, -2.247], [-1.015, 4.866, -1.627], [-0.997, 3.646, -2.908], [-2.451, 4.451, 0.155], [-3.731, 3.224, 0.167], [-3.154, 3.882, -1.364], [-2.712, 0.337, -2.327], [-3.594, 1.862, -2.436], [-4.392, 0.364, -2.909], [-6.095, -0.064, -1.391], [-6.857, -0.567, 0.900], [-5.297, -0.272, 2.787], [-3.169, 0.045, 3.601], [-2.713, 1.672, 3.091], [-1.807, 0.275, 2.488], [5.637, -3.880, -4.586], [4.341, -3.332, -3.975], [3.264, -4.425, -4.021], [3.891, -2.153, -4.846], [4.508, -2.903, -2.526], [5.530, -3.408, -1.712], [5.651, -3.065, -0.378], [4.731, -2.188, 0.164], [4.573, -1.607, 1.793], [3.119, -0.712, 1.277], [2.845, -0.829, 0.029], [3.695, -1.660, -0.632], [3.585, -2.036, -1.963], [2.355, 0.098, 2.195], [2.920, 0.495, 3.409], [2.261, 1.390, 4.225], [1.058, 1.926, 3.792], [0.488, 1.494, 2.601], [1.075, 0.523, 1.788], [5.467, -4.092, -5.640], [5.947, -4.808, -4.111], [6.441, -3.151, -4.505], [3.094, -4.737, -5.050], [2.322, -4.067, -3.611], [3.575, -5.290, -3.438], [3.855, -2.463, -5.889], [4.591, -1.323, -4.757], [2.898, -1.815, -4.570], [6.245, -4.112, -2.112], [6.439, -3.478, 0.236], [2.735, -1.662, -2.509], [3.891, 0.113, 3.693], [2.694, 1.691, 5.172], [0.559, 2.688, 4.380], [-0.433, 1.963, 2.278], [-0.686, -0.953, -4.084], [-0.719, -1.426, -2.942], [-0.894, -0.726, -1.896], [-0.619, -2.937, -2.816], [-1.099, -3.639, -3.919], [-1.102, -5.018, -3.977], [-0.601, -5.732, -2.897], [-0.109, -5.060, -1.801], [-0.095, -3.659, -1.731], [0.654, -3.011, -0.302], [-1.470, -3.054, -4.751], [-1.485, -5.530, -4.851], [-0.593, -6.815, -2.914], [0.288, -5.603, -0.955], [-2.857, -6.378, 3.470], [-3.222, -5.821, 2.281], [-4.014, -6.383, 1.551], [-2.652, -4.478, 1.979], [-1.696, -3.828, 2.763], [-1.284, -2.561, 2.390], [-1.734, -1.924, 1.319], [-2.634, -2.543, 0.565], [-3.117, -3.807, 0.850], [-3.164, -7.320, 3.650], [-2.112, -6.004, 4.029], [-1.258, -4.282, 3.640], [-0.552, -2.022, 2.983], [-2.966, -1.999, -0.307], [-3.854, -4.288, 0.225]]}



Record 4
{"formula": "C50H50FIrN7O3P2S", "method": "ωB97M-V/def2-TZVPD", "charge": 4, "orbital_gap_ha": [0.283, 0.205], "energy_ha": -3828.04780, "e_lumo_ha": [-0.3231, -0.4269], "e_above_lowest_kcal_mol": 77.6, "spin_multiplicity": 6, "symbols": ["Ir", "C", "C", "N", "C", "C", "C", "O", "O", "C", "O", "C", "C", "C", "F", "C", "C", "C", "N", "C", "C", "N", "C", "C", "H", "H", "H", "H", "H", "H", "H", "H", "H", "H", "H", "H", "H", "H", "H", "H", "H", "H", "C", "N", "C", "C", "N", "C", "S", "C", "C", "C", "C", "C", "N", "H", "H", "H", "H", "H", "H", "H", "H", "H", "C", "N", "P", "C", "C", "C", "C", "C", "C", "C", "C", "C", "C", "C", "C", "P", "C", "C", "C", "C", "C", "C", "C", "C", "C", "C", "C", "C", "H", "H", "H", "H", "H", "H", "H", "H", "H", "H", "H", "H", "H", "H", "H", "H", "H", "H", "H", "H", "H", "H", "H"], "xyz": [[1.552, -0.136, 1.806], [-4.379, 5.023, 1.344], [-2.894, 5.335, 1.301], [-2.074, 4.124, 1.041], [-1.533, 3.498, 2.075], [-0.766, 2.351, 1.978], [-0.272, 1.809, 3.282], [-0.798, 2.116, 4.321], [0.779, 1.024, 3.227], [-0.552, 1.768, 0.726], [0.129, 0.680, 0.521], [-1.175, 2.414, -0.406], [-1.042, 1.906, -1.709], [-1.610, 2.547, -2.766], [-1.401, 2.052, -3.999], [-2.367, 3.736, -2.626], [-2.503, 4.231, -1.341], [-1.917, 3.599, -0.236], [-2.971, 4.405, -3.697], [-3.266, 3.746, -4.962], [-4.481, 4.390, -5.612], [-4.248, 5.866, -5.796], [-3.922, 6.524, -4.482], [-2.717, 5.830, -3.874], [-4.934, 5.940, 1.536], [-4.603, 4.324, 2.149], [-4.738, 4.595, 0.408], [-2.552, 5.732, 2.254], [-2.640, 6.080, 0.548], [-1.711, 3.919, 3.057], [-0.445, 1.021, -1.886], [-3.121, 5.102, -1.191], [-3.515, 2.702, -4.797], [-2.412, 3.778, -5.651], [-5.365, 4.294, -4.983], [-4.682, 3.957, -6.589], [-5.070, 6.305, -6.219], [-3.476, 6.012, -6.452], [-4.805, 6.413, -3.855], [-3.733, 7.580, -4.666], [-2.492, 6.308, -2.925], [-1.841, 5.983, -4.523], [4.288, -0.292, 6.008], [2.930, -0.840, 5.876], [2.102, -1.137, 6.931], [0.947, -1.610, 6.414], [1.075, -1.586, 5.037], [2.305, -1.123, 4.726], [3.116, -0.905, 3.193], [0.074, -2.184, 4.162], [-1.316, -2.066, 4.643], [-2.083, -3.110, 3.921], [-2.211, -2.700, 2.426], [-1.026, -1.866, 1.886], [0.235, -1.751, 2.716], [4.552, -0.313, 7.061], [4.306, 0.733, 5.645], [4.988, -0.907, 5.448], [2.399, -0.979, 7.954], [0.050, -1.951, 6.898], [-1.710, -1.225, 5.196], [-3.057, -3.341, 4.345], [-3.177, -2.264, 2.189], [-1.280, -0.954, 1.361], [2.720, -3.950, -0.474], [1.866, -2.725, -0.451], [2.471, -1.114, -0.120], [2.007, -0.153, -1.582], [1.662, -0.757, -2.787], [1.497, 0.017, -3.930], [1.693, 1.388, -3.871], [2.046, 1.992, -2.670], [2.200, 1.226, -1.527], [4.251, -1.245, -0.338], [5.122, -0.558, 0.503], [6.481, -0.519, 0.219], [6.973, -1.159, -0.906], [6.105, -1.822, -1.770], [4.751, -1.851, -1.500], [0.225, -3.000, -0.487], [-0.165, -4.383, -1.503], [-0.150, -4.225, -2.897], [-0.397, -5.317, -3.709], [-0.653, -6.559, -3.139], [-0.673, -6.720, -1.756], [-0.445, -5.635, -0.932], [-0.454, -3.139, 1.187], [0.613, -3.139, 2.303], [0.262, -3.679, 3.712], [-1.136, -4.344, 3.838], [-1.503, -5.013, 2.560], [-1.771, -3.939, 1.575], [2.803, -4.349, -1.484], [2.292, -4.714, 0.175], [3.710, -3.695, -0.109], [1.559, -1.833, -2.856], [1.243, -0.457, -4.869], [1.594, 1.986, -4.768], [2.218, 3.060, -2.628], [2.499, 1.704, -0.599], [4.756, -0.017, 1.363], [7.151, 0.020, 0.874], [8.031, -1.129, -1.125], [6.488, -2.302, -2.660], [4.085, -2.337, -2.203], [0.039, -3.254, -3.337], [-0.395, -5.205, -4.784], [-0.844, -7.412, -3.776], [-0.865, -7.693, -1.326], [-0.458, -5.765, 0.143], [1.653, -3.286, 2.025], [1.059, -4.242, 4.191], [-1.182, -4.981, 4.718], [-1.584, -6.076, 2.395], [-2.396, -4.209, 0.727]]}